(1)
DFT (ωB97M-V/def2-TZVPD) results for a molecular structure, C24H18Cl3MnN4O4S2.

```
56
Properties=species:S:1:pos:R:3:mulliken_spin:R:1
Mn -0.35450 0.13350 0.75760 3.455
N 1.14340 -0.55220 2.04470 -0.150
C 2.48630 -0.80540 1.59140 -0.003
C 3.56690 -0.35340 2.33780 -0.013
C 4.85930 -0.60430 1.90850 0.008
C 5.07020 -1.27560 0.71590 -0.021
C 3.99540 -1.72120 -0.03100 0.012
C 2.68430 -1.52120 0.40040 -0.009
C 1.52920 -2.07300 -0.32880 -0.042
C 1.67930 -3.29890 -0.98410 -0.026
C 0.60660 -3.90190 -1.60940 0.034
C -0.63200 -3.28150 -1.61090 -0.032
C -0.79600 -2.05550 -0.98010 0.058
C 0.26960 -1.44700 -0.32600 -0.299
H 1.16690 0.08100 2.85520 0.015
H 0.71050 -1.43240 2.36820 0.007
H 3.40030 0.17950 3.26300 0.000
H 5.69540 -0.27510 2.50300 0.000
H 6.07530 -1.45370 0.36750 -0.001
H 4.17990 -2.20400 -0.97610 0.001
H 2.63780 -3.79590 -0.96170 -0.001
H 0.73660 -4.86130 -2.08740 0.000
H -1.48020 -3.75070 -2.08150 -0.002
H -1.78200 -1.59940 -0.98440 0.006
S 1.67960 5.81390 -1.39560 0.002
C 1.25820 4.15710 -1.08090 0.003
C 2.16150 3.36440 -0.35990 -0.003
C 1.82130 2.07640 -0.02460 0.033
N 0.66670 1.48870 -0.40610 -0.054
C -0.13590 2.21190 -1.21500 0.026
C 0.09160 3.53250 -1.53170 -0.005
C 0.07640 6.59090 -1.68640 0.000
C -0.61210 7.08870 -0.59160 0.000
C -1.81660 7.74020 -0.83320 0.000
N -2.29530 7.88910 -2.04730 0.000
C -1.64210 7.43040 -3.09080 0.000
C -0.42750 6.76170 -2.96640 0.000
H 3.10170 3.77860 -0.03070 0.000
H 2.48730 1.46780 0.57360 -0.003
H -1.01400 1.71500 -1.61760 0.001
H -0.62710 4.07630 -2.12400 0.000
H -0.22910 6.97750 0.40840 0.000
H -2.40450 8.15600 -0.02730 0.000
H -2.09990 7.60390 -4.05570 0.000
H 0.09960 6.40280 -3.83590 0.000
O -3.65450 -0.95720 0.50680 0.001
S -2.89480 -0.18360 1.41570 -0.004
O -2.28650 1.09320 0.42500 0.021
O -1.59900 -0.81470 1.77070 0.009
O -3.50700 0.48190 2.50500 0.001
Cl -3.02200 3.31330 3.31060 0.001
C -2.51950 3.23380 1.62550 -0.006
Cl -1.42070 4.58400 1.27280 0.001
Cl -3.92310 3.35950 0.56020 0.002
C -1.71770 1.96900 1.36290 -0.013
N -0.63700 1.71110 1.88400 -0.013
```

Max |F| (eV Å⁻¹): 3.39
⟨S²⟩: 4.03
HOMO-LUMO gap (alpha / beta) (eV): 5.430 / 7.492
2S+1: 4
Charge: +1

=====

(2)
DFT (ωB97M-V/def2-TZVPD) results for 2 unconnected molecules or ions with the total composition C14H13FN2O5.

```
35
Properties=species:S:1:pos:R:3:nbo_charge:R:1
C -1.16566 0.73717 2.86648 -0.688
C -1.55135 -0.47143 2.07928 0.449
C -1.02732 -1.78962 2.59660 -0.704
N -2.32008 -0.39097 1.05758 -0.492
C -1.93837 -0.96566 -0.14662 0.185
C -2.83343 -1.76738 -0.88908 -0.228
C -2.46960 -2.35609 -2.08222 -0.173
C -1.17430 -2.13901 -2.53502 -0.129
C -0.30248 -1.33151 -1.82749 -0.133
C -0.65410 -0.72421 -0.64082 -0.243
C 0.99268 -1.27157 -2.56923 0.686
O 1.89081 -0.51030 -2.37047 -0.503
N 0.96187 -2.32902 -3.56715 -0.698
C -0.47753 -2.60433 -3.75854 0.665
O -0.92150 -3.08002 -4.75891 -0.501
H -1.86808 1.55138 2.71493 0.243
H -0.16642 1.04031 2.54420 0.257
H -1.06969 0.48960 3.92496 0.218
H -1.39212 -1.87672 3.61980 0.237
H 0.06385 -1.77154 2.62987 0.234
H -1.38224 -2.60962 1.98050 0.230
H -3.83444 -1.92405 -0.51147 0.226
H -3.15349 -2.97038 -2.65046 0.233
H 0.06401 -0.09000 -0.13875 0.236
H 1.26346 -3.14923 -3.03538 0.389
C 3.17621 3.51214 -0.08755 -0.130
C 1.76512 2.96785 -0.05427 0.446
O 1.63223 2.56655 1.29847 -0.509
C 2.45462 3.36126 2.04658 0.968
O 2.39806 3.46473 3.22284 -0.551
O 3.33162 4.01091 1.24623 -0.481
F 1.61417 1.89028 -0.85288 -0.314
H 3.90299 2.71961 -0.26901 0.208
H 3.31594 4.30478 -0.81668 0.211
H 0.99071 3.69975 -0.29128 0.154
```

Max |F| (eV Å⁻¹): 2.01
ΔE to the lowest compared entry with this formula, charge and spin (eV): 0.000
HOMO-LUMO gap (eV): 8.281
Structure (SMILES): CC(C)=Nc1ccc2c(c1)C(=O)NC2=O.O=C1OC[C@@H](F)O1
Charge: 0

=====

(3)
DFT (ωB97M-V/def2-TZVPD) results for C6H19N4P in the gas phase.

```
30
Properties=species:S:1:pos:R:3:nbo_charge:R:1
C -2.63704 -0.12320 0.25309 -0.430
C -1.61232 0.93302 -1.73164 -0.378
C 0.40722 -1.74848 -1.27307 -0.382
C 0.74085 -2.43408 1.09972 -0.420
C 0.82843 2.50012 0.56440 -0.424
C 2.55366 0.73840 0.51092 -0.410
N -0.33593 0.33563 2.28221 -1.349
N -1.46490 0.42975 -0.38589 -0.785
N 0.29932 -1.42556 0.10838 -0.796
N 1.10477 1.11648 0.18427 -0.802
P -0.12456 0.09793 0.75853 2.253
H -2.65698 0.30480 1.27848 0.201
H -3.50149 0.18750 -0.29671 0.205
H -2.49334 -1.16282 0.50346 0.182
H -2.55649 1.42420 -1.81197 0.185
H -0.82260 1.50211 -2.04678 0.207
H -1.64874 0.15224 -2.45682 0.163
H 0.39103 -0.98984 -1.95106 0.212
H 1.38307 -2.34766 -1.37260 0.179
H -0.39710 -2.47180 -1.49873 0.182
H 0.23050 -3.38833 1.24170 0.183
H 1.62470 -2.90897 0.75984 0.181
H 0.78297 -2.02779 2.08965 0.227
H 1.82473 3.01071 0.36466 0.196
H 0.11582 3.10107 -0.16303 0.201
H 0.49586 2.55305 1.56152 0.215
H 2.85389 -0.31450 0.21419 0.211
H 3.15440 1.31459 -0.10417 0.196
H 2.85943 0.87700 1.60561 0.195
H -1.03018 -0.27198 2.87425 0.402
```

Max |F| (eV Å⁻¹): 4.73
ΔE to the lowest compared entry with this formula, charge and spin (eV): 0.334
HOMO-LUMO gap (eV): 8.881
Structure (SMILES): CN(C)P(=N)(N(C)C)N(C)C
Charge: 0

=====

max |F| of number 2 (C14H13FN2O5)?
2.01 eV Å⁻¹